Record 1
Computed, not measured: an isolated ion of composition C3H15N2Si2 and charge +1, with wB97M-V/def2-TZVPD.

Properties
Max |F| ... 0.0735 Eh/bohr
Net charge ... +1
Orbital gap ... 10.9 eV
E_tot ... -811.51733 Eh
Multiplicity ... 1

Each line ends with the Löwdin charge.
Element x y z (Å)
C  1.425  -0.044  -1.460  0.00
C  1.450  1.858  0.125  0.04
C  0.929  -0.528  0.782  -0.28
N  -1.844  -1.204  0.026  -0.33
N  0.817  0.525  -0.208  -0.26
Si  -2.684  0.340  0.035  0.54
Si  -0.442  -2.049  0.753  0.67
H  2.446  -0.151  -1.108  0.10
H  0.998  -1.015  -1.818  0.12
H  1.552  0.703  -2.222  0.10
H  2.512  1.784  -0.046  0.11
H  0.859  2.480  -0.443  0.08
H  1.353  2.149  1.174  0.12
H  1.935  -1.026  0.975  0.12
H  0.661  -0.011  1.724  0.08
H  -2.487  -1.740  -0.462  -0.03
H  -0.173  0.803  -0.355  0.09
H  -2.523  1.088  -1.218  -0.07
H  -4.025  0.314  0.401  -0.09
H  -2.236  1.086  1.212  -0.07
H  0.085  -3.121  -0.125  -0.04
H  -0.607  -2.239  2.259  -0.02



Record 2
Computed, not measured: a 4-piece molecular cluster, C3H15NO3 overall, with wB97M-V/def2-TZVPD.

Properties
Max |F| ... 0.0354 Eh/bohr
Net charge ... 0
Orbital gap ... 9.7 eV
E_tot ... -403.75130 Eh
Multiplicity ... 1

Each line ends with the Löwdin charge.
Element x y z (Å)
C  -0.623  -0.084  1.309  -0.27
C  0.314  -1.102  1.990  -0.25
C  0.381  -2.491  1.333  -0.11
N  -0.211  0.296  -0.037  0.00
H  -0.540  0.740  1.988  0.09
H  -1.645  -0.382  1.308  0.10
H  -0.029  -1.251  3.006  0.10
H  1.293  -0.654  1.869  0.10
H  0.912  -2.430  0.386  0.05
H  -0.613  -2.904  1.203  0.07
H  0.948  -3.177  1.964  0.07
H  0.424  1.069  -0.015  0.06
H  -0.938  0.222  -0.723  0.08
H  1.352  2.174  -2.959  0.06
H  0.408  1.430  -2.104  0.02
O  0.765  2.325  -2.206  -0.05
H  0.844  -1.425  -2.803  0.03
H  0.479  -1.188  -1.295  -0.02
O  0.356  -1.787  -2.053  -0.09
H  -0.613  3.203  -0.947  -0.01
H  -1.695  4.121  -0.371  0.03
O  -1.570  3.293  -0.841  -0.07



Among the records above, which one has the highest orbital gap?
C3H15N2Si2



Which value of net charge does entry 2 give?
0



Which of these has the lowest net charge?
C3H15NO3



What is the multiplicity in the second record?
1